The following is a quantum chemistry calculation of C13H17N4O4S as an isolated structure, from the Open Molecules 2025 dataset.

charge	-1
strongest force on any atom	4.32	eV Å⁻¹
energy	-1423.74618	Ha
E_LUMO	2.255	eV
energy above the lowest of the compared OMol25 structures with the same formula, charge and spin	0.000	eV
orbital gap	0.23450	hartree

XYZ file:
```
39
C13H17N4O4S (ωB97M-V/def2-TZVPD)
O 5.510 -2.099 4.253
C 4.795 -1.608 3.360
O 5.318 -1.002 2.321
C 3.225 -1.700 3.339
C 2.492 -2.964 3.300
C 0.973 -2.938 3.235
C 0.187 -1.711 3.203
C 0.921 -0.408 3.278
N 0.319 0.849 3.282
S 1.656 1.831 3.388
N 3.010 0.882 3.390
C 2.447 -0.406 3.342
H 3.041 -3.936 3.316
H 0.395 -3.892 3.172
H -0.933 -1.700 3.125
C -2.078 1.590 0.015
O -1.935 0.676 0.805
N -1.152 2.544 -0.257
C -1.394 3.604 -1.214
C 0.127 2.502 0.435
H -3.010 1.715 -0.562
H -0.645 3.547 -2.007
H -1.316 4.569 -0.705
H -2.386 3.512 -1.654
H 0.621 1.552 0.217
H -0.042 2.568 1.511
H 0.761 3.327 0.111
C -1.967 0.338 -3.024
O -2.027 1.464 -3.485
N -1.765 -0.793 -3.741
C -1.708 -2.099 -3.115
C -1.601 -0.692 -5.178
H -2.080 0.149 -1.945
H -0.734 -2.551 -3.318
H -2.496 -2.731 -3.531
H -1.846 -2.019 -2.037
H -0.742 -0.056 -5.400
H -2.494 -0.235 -5.612
H -1.448 -1.679 -5.613
```

natural (NBO) population analysis, charges in e, atoms 1 to 5: -0.724 0.718 -0.771 -0.043 -0.248